1.
Molecular formula: C51H60F3N8Ti
Method: DFT, the ωB97M-V functional and the def2-TZVPD basis

Results
ΔE to the lowest compared entry with this formula, charge and spin = 3.5 kcal/mol
strongest force on any atom = 0.826 eV/A
energy = -97054.76447 eV
charge = -1
2S+1 = 3
LUMO energy (alpha / beta) = 2.49 / 1.77 eV

```
123
Properties=species:S:1:pos:R:3:mulliken_spin:R:1
Ti -0.23796 0.44285 -0.19017 0.6189
C -0.04425 3.66881 5.17073 0.0063
C 0.80861 4.11564 3.97612 0.0030
C 0.28069 3.61190 2.67090 0.0268
C -0.60357 4.22560 1.83297 0.0227
C -1.25042 5.56646 1.98629 0.0023
C -2.68559 5.48728 2.52723 0.0052
C -0.84679 3.32248 0.73820 0.1444
N -0.12502 2.16233 0.92503 -0.0075
C 0.58261 2.32096 2.10075 0.1183
C 1.46754 1.39260 2.63246 0.0419
C 1.78604 0.14370 2.10747 0.0998
C 2.65365 -0.83068 2.72511 0.0218
C 3.33829 -0.65204 4.04342 0.0041
C 2.39016 -0.86438 5.23530 0.0068
C 2.61783 -1.94852 1.94323 0.0171
C 1.75386 -1.65674 0.82929 0.0809
C 1.39005 -2.56009 -0.16196 0.0678
C 0.51201 -2.33794 -1.21548 0.0954
N -0.17725 -1.16534 -1.43610 -0.0181
C -0.91843 -1.35068 -2.58144 0.1159
C -1.77169 -0.39912 -3.13525 0.0370
C -2.03769 0.86755 -2.63679 0.1138
N -1.51439 1.39116 -1.46782 -0.0160
C -1.98575 2.68756 -1.37184 0.1444
C -1.68481 3.56779 -0.34225 -0.0009
C -2.83482 2.97819 -2.50135 0.0257
C -2.87030 1.85782 -3.27565 0.0346
C -3.57285 1.67388 -4.58544 0.0066
C -2.64233 1.89103 -5.78682 0.0046
C -3.56784 4.26781 -2.72065 0.0077
C -4.88173 4.34513 -1.92954 0.0052
C -0.68525 -2.67807 -3.09977 0.0320
C 0.18783 -3.29145 -2.24724 0.0163
C 0.69082 -4.70377 -2.29015 0.0035
C -0.04541 -5.63202 -1.30922 0.0053
C -1.36466 -3.26045 -4.30093 0.0015
C -2.76563 -3.80503 -3.98733 0.0045
N 1.25768 -0.37792 0.94893 -0.0226
C 3.26569 -3.27435 2.19064 0.0050
C 2.34968 -4.25192 2.94543 0.0089
H 0.40552 3.97549 6.11976 -0.0011
H -0.15088 2.58052 5.17393 0.0000
H -1.04693 4.09775 5.11339 0.0010
H 1.83193 3.76202 4.12195 0.0006
H 0.86488 5.20637 3.95204 0.0002
H -1.26630 6.07306 1.01749 0.0005
H -0.64308 6.18886 2.64738 0.0002
H -3.31888 4.90739 1.85138 -0.0003
H -3.12404 6.48270 2.64188 -0.0007
H -2.70609 4.98928 3.49922 0.0001
H 1.95016 1.66108 3.56526 0.0194
H 3.76970 0.35088 4.10358 -0.0001
H 4.17439 -1.35146 4.11613 -0.0006
H 1.56222 -0.15162 5.19749 -0.0011
H 2.91005 -0.73829 6.18934 -0.0010
H 1.95828 -1.86836 5.20851 0.0007
H 1.84294 -3.54413 -0.10849 0.0154
H -2.28456 -0.67813 -4.04853 0.0156
H -2.15462 4.54561 -0.38424 0.0154
H -4.41331 2.36930 -4.64701 -0.0010
H -4.00399 0.66985 -4.63529 0.0000
H -2.25662 2.91433 -5.79032 -0.0005
H -3.15932 1.71384 -6.73448 -0.0003
H -1.78321 1.21728 -5.73170 0.0004
H -3.77880 4.38941 -3.78569 -0.0004
H -2.92590 5.10611 -2.44026 -0.0007
H -5.54192 3.52069 -2.20874 0.0001
H -5.40769 5.28642 -2.11202 -0.0011
H -4.68929 4.25977 -0.85658 0.0000
H 1.76043 -4.71986 -2.05971 0.0008
H 0.59086 -5.09372 -3.30646 -0.0003
H 0.02696 -5.24475 -0.28828 -0.0008
H 0.36884 -6.64515 -1.32311 -0.0010
H -1.10692 -5.69216 -1.56242 0.0003
H -0.74909 -4.06150 -4.71628 0.0001
H -1.44366 -2.50068 -5.08280 -0.0006
H -2.70835 -4.60329 -3.24216 0.0003
H -3.25205 -4.20532 -4.88231 -0.0005
H -3.39720 -3.01471 -3.57396 0.0003
H 4.19241 -3.12792 2.75017 0.0000
H 3.55302 -3.72022 1.23528 0.0016
H 2.08045 -3.85307 3.92869 -0.0016
H 2.83360 -5.22210 3.09195 -0.0007
H 1.41661 -4.41067 2.39444 -0.0018
C 2.50515 2.13173 -0.75779 0.0301
N 3.61790 2.71725 -1.51462 0.0003
C 3.05838 3.46872 -2.64431 -0.0001
N 2.24554 2.62749 -3.53117 0.0005
C 1.15350 2.04638 -2.73748 0.0455
N 1.66524 1.24137 -1.59959 -0.0552
C 2.52999 0.17848 -2.14535 0.0245
N 3.64661 0.72534 -2.92477 0.0001
C 4.42447 1.61703 -2.05496 -0.0001
C 3.09058 1.53064 -4.01825 -0.0003
H 1.87799 2.92260 -0.35605 0.0018
H 2.89752 1.54647 0.07165 -0.0012
H 3.87818 3.90292 -3.22073 -0.0002
H 2.43489 4.27594 -2.25616 0.0003
H 0.54667 1.40065 -3.36997 -0.0047
H 0.52561 2.84473 -2.34928 -0.0068
H 1.92335 -0.46945 -2.77712 0.0019
H 2.91564 -0.40757 -1.31334 -0.0020
H 5.25289 2.03490 -2.62952 -0.0003
H 4.82974 1.03612 -1.22459 -0.0001
H 2.49276 0.88462 -4.66265 0.0000
H 3.91270 1.94794 -4.60319 -0.0001
F 0.17307 -6.29404 5.54399 0.0001
C -0.74975 -6.43826 4.57239 -0.0012
F -1.86957 -6.90685 5.17010 0.0007
F -0.31854 -7.42076 3.75435 0.0003
C -0.99591 -5.16346 3.83673 0.0165
C -0.69139 -3.94425 4.42231 -0.0054
C -0.94501 -2.76474 3.74124 0.0189
C -1.50338 -2.77893 2.45529 -0.0132
C -1.80490 -4.02307 1.88113 0.0257
C -1.55291 -5.20063 2.56396 -0.0085
C -1.66235 -1.56422 1.71338 0.0706
C -1.56905 -0.54911 1.03389 -0.0864
H -0.24705 -3.91955 5.41040 -0.0005
H -0.69077 -1.80775 4.18059 0.0003
H -2.21995 -4.04185 0.88033 0.0004
H -1.77690 -6.15579 2.10451 -0.0006
```

2.
Molecular formula: C51H61BrN6O2ReSi
Method: DFT, the ωB97M-V functional and the def2-TZVPD basis

Results
strongest force on any atom = 1.681 eV/A
energy = -146966.84422 eV
charge = 0
2S+1 = 2
LUMO energy (alpha / beta) = -1.12 / -1.15 eV

```
123
Properties=species:S:1:pos:R:3:mulliken_spin:R:1
Re 0.36446 0.05570 0.00780 0.8241
C 3.28054 -1.24893 5.33038 0.0008
C 3.76569 0.00116 4.58706 0.0022
C 3.38908 -0.03599 3.13939 -0.0074
C 4.19047 -0.30515 2.07062 0.0030
C 5.67489 -0.52208 2.07704 -0.0014
C 6.12546 -1.79753 2.79835 0.0020
C 3.35023 -0.21527 0.89983 0.0103
C 3.77487 -0.33325 -0.40732 0.0091
C 3.05234 0.00156 -1.53022 0.0195
C 3.64407 0.10710 -2.83712 -0.0131
C 5.02160 -0.34612 -3.20423 -0.0009
C 5.07077 -1.86577 -3.40443 -0.0014
C 2.70954 0.67514 -3.64472 0.0174
C 1.53836 0.89500 -2.83519 -0.0113
C 0.40857 1.51145 -3.31635 0.0020
C -0.70952 1.83249 -2.58303 0.0095
N -0.89807 1.51314 -1.27351 0.1155
C -2.01662 2.19276 -0.88899 -0.0142
C -2.38528 2.43871 0.41041 0.0038
C -1.60468 2.18845 1.51844 -0.0080
N -0.42144 1.51888 1.53709 -0.0453
C -0.05176 1.44910 2.84854 0.0630
C 1.06330 0.81696 3.35100 -0.0257
C 2.08207 0.26068 2.61362 0.0358
N 2.07549 0.10384 1.25904 -0.0065
C -0.98778 2.17263 3.67638 -0.0134
C -1.94664 2.65100 2.84440 0.0083
C -3.11280 3.52178 3.18784 0.0009
C -4.39650 2.71232 3.40665 0.0011
C -0.83256 2.43093 5.14092 -0.0004
C 0.08967 3.63306 5.38518 -0.0006
C -2.61757 2.86855 -2.01635 -0.0185
C -1.78395 2.67056 -3.07130 0.0003
C -1.88552 3.28748 -4.43128 0.0018
C -2.86224 2.55925 -5.36061 0.0000
C -3.85983 3.69940 -1.96860 -0.0008
C -5.13063 2.84700 -1.88712 -0.0013
N 1.75168 0.45406 -1.55428 -0.0058
C 2.85235 1.08761 -5.07524 0.0007
C 3.28482 2.55477 -5.19239 0.0011
H 3.52308 -1.18450 6.39192 -0.0003
H 3.75231 -2.14002 4.91790 0.0003
H 2.20140 -1.35770 5.22116 0.0003
H 4.85077 0.08039 4.67109 0.0001
H 3.33692 0.88940 5.05782 0.0003
H 6.15141 0.33495 2.56270 0.0008
H 6.04040 -0.55170 1.05048 0.0000
H 5.92981 -1.73405 3.86826 -0.0002
H 7.19765 -1.94440 2.66024 -0.0002
H 5.59918 -2.66390 2.40784 0.0003
H 4.80428 -0.62240 -0.56407 -0.0006
H 5.73322 -0.05660 -2.42786 -0.0004
H 5.32750 0.15074 -4.12612 -0.0002
H 4.79730 -2.38360 -2.48396 0.0005
H 6.06972 -2.18864 -3.69947 0.0002
H 4.36705 -2.16623 -4.18128 0.0000
H 0.42476 1.83080 -4.34813 0.0042
H -3.30380 2.98467 0.57841 0.0027
H 1.18467 0.83536 4.42540 -0.0025
H -3.26853 4.25103 2.38917 0.0007
H -2.88152 4.08558 4.09373 0.0001
H -4.63509 2.11731 2.52412 0.0002
H -5.23336 3.38027 3.61499 -0.0001
H -4.27700 2.02759 4.24585 -0.0003
H -0.42208 1.54947 5.63660 -0.0003
H -1.81205 2.62470 5.58035 0.0000
H 1.06968 3.45215 4.94208 0.0001
H 0.21817 3.81751 6.45242 0.0000
H -0.32582 4.53017 4.92515 0.0001
H -0.90212 3.32030 -4.90182 0.0003
H -2.22233 4.32047 -4.31502 0.0003
H -2.55522 1.52709 -5.52253 -0.0001
H -2.90372 3.06741 -6.32498 0.0000
H -3.86684 2.55372 -4.93594 0.0000
H -3.90749 4.32135 -2.86441 0.0000
H -3.82242 4.36678 -1.10392 -0.0003
H -5.21843 2.20992 -2.76788 0.0003
H -6.01476 3.48393 -1.83461 0.0000
H -5.11078 2.20837 -1.00356 0.0000
H 1.90311 0.94468 -5.59460 0.0006
H 3.58850 0.44907 -5.56590 0.0000
H 2.57730 3.20257 -4.67384 -0.0001
H 3.33616 2.85984 -6.23822 0.0000
H 4.26741 2.70150 -4.74321 -0.0001
Br -2.77584 -1.61476 -3.60735 0.0001
C -3.53752 -1.30632 -1.90108 0.0095
C -4.91812 -1.35547 -1.80047 0.0015
C -5.47064 -1.19696 -0.54240 -0.0008
C -4.62551 -1.02645 0.53829 0.0001
C -3.25410 -0.99609 0.32456 0.0196
N -2.71500 -1.12134 -0.88863 0.0025
C -2.32390 -0.97449 1.54206 -0.0120
O -2.85852 -1.12238 2.63034 -0.0012
O -1.05943 -0.89207 1.35696 -0.0176
H -5.52132 -1.53401 -2.67850 0.0000
H -6.54446 -1.23102 -0.41194 0.0000
H -4.99231 -0.93790 1.55057 0.0003
C 0.78652 -2.37785 -3.33592 -0.0057
Si 0.38293 -3.07457 -1.62622 0.0139
C -1.44533 -3.54558 -1.39257 -0.0042
C 1.21087 -4.78163 -1.58004 -0.0021
N 0.91842 -1.99172 -0.35140 -0.0042
C 1.63042 -2.68420 0.66105 0.0396
C 2.85228 -3.30227 0.35003 -0.0098
C 3.53448 -4.05835 1.28530 0.0006
C 3.02953 -4.21311 2.56783 -0.0018
C 1.83414 -3.59446 2.89958 -0.0020
C 1.14203 -2.84137 1.96409 -0.0059
H 0.16100 -2.84970 -4.09683 0.0002
H 1.82998 -2.58408 -3.58455 0.0001
H 0.63231 -1.30367 -3.39635 0.0028
H -1.52788 -4.57257 -1.03145 0.0003
H -2.00405 -3.48465 -2.32872 -0.0004
H -1.92540 -2.90478 -0.66134 0.0027
H 0.68268 -5.43120 -2.28326 0.0000
H 1.14653 -5.24036 -0.59238 0.0002
H 2.26036 -4.77213 -1.87681 0.0000
H 3.25220 -3.16926 -0.64691 0.0021
H 4.46592 -4.54022 1.01008 0.0003
H 3.56023 -4.81324 3.29696 0.0000
H 1.42223 -3.71241 3.89446 0.0000
H 0.19894 -2.38565 2.22670 0.0084
```